The following is a quantum chemistry calculation of C24H54BCl24O3P2S as an isolated structure in a non-equilibrium geometry, from the Open Molecules 2025 dataset.

Geometry as XYZ:
```
109
Properties=species:S:1:pos:R:3:mulliken_charge:R:1
O 3.313 -1.069 2.114 -0.741
P 2.746 -0.691 0.790 0.598
O 3.069 0.847 0.368 -0.532
O 3.587 -1.593 -0.264 -0.391
B 0.890 -1.186 0.634 0.382
P -0.196 0.123 -0.270 0.315
S 0.169 0.379 -2.227 -0.322
H 2.277 1.396 0.431 0.290
H 3.666 -1.135 -1.119 0.100
H 0.448 -1.369 1.738 -0.171
H 0.805 -2.208 0.018 -0.165
H -0.229 1.363 0.412 0.020
H -1.531 -0.343 -0.198 0.011
Cl 6.811 -1.531 -5.306 -0.234
C 6.599 -1.854 -3.561 -0.343
C 5.195 -2.275 -3.219 -0.559
Cl 4.025 -0.950 -3.422 -0.202
H 6.888 -0.957 -3.020 0.294
H 7.296 -2.651 -3.303 0.348
H 5.150 -2.580 -2.173 0.366
H 4.866 -3.111 -3.832 0.344
Cl 1.942 0.518 3.018 0.045
C 2.528 2.020 3.773 -0.834
C 1.440 2.829 4.439 -0.173
Cl 0.300 3.502 3.245 -0.106
H 3.028 2.598 2.997 0.314
H 3.268 1.728 4.518 0.341
H 1.874 3.671 4.978 0.306
H 0.869 2.230 5.145 0.120
Cl 11.324 1.198 -6.594 -0.168
C 11.086 -0.440 -7.268 -0.475
C 10.639 -1.442 -6.236 0.099
Cl 11.918 -1.793 -5.042 -0.204
H 12.021 -0.743 -7.733 0.361
H 10.328 -0.351 -8.044 0.283
H 10.394 -2.383 -6.726 0.330
H 9.763 -1.100 -5.698 -0.165
Cl -3.196 1.803 2.193 -0.112
C -3.539 3.521 2.494 -0.339
C -3.547 4.330 1.221 -0.494
Cl -1.923 4.459 0.506 -0.122
H -2.797 3.894 3.197 0.061
H -4.519 3.570 2.968 0.383
H -3.884 5.345 1.430 0.327
H -4.212 3.897 0.477 0.294
Cl 8.722 0.849 -4.379 -0.104
C 9.442 2.318 -3.676 -0.602
C 8.402 3.222 -3.066 -0.408
Cl 7.343 3.955 -4.297 -0.193
H 10.002 2.825 -4.459 0.318
H 10.143 1.991 -2.909 0.284
H 8.892 4.040 -2.540 0.316
H 7.774 2.688 -2.357 0.321
Cl 0.243 5.288 7.038 -0.162
C 0.204 7.002 6.550 -0.447
C 0.181 7.172 5.053 -0.346
Cl 1.709 6.677 4.291 -0.170
H 1.065 7.496 6.993 0.307
H -0.700 7.432 6.981 0.291
H 0.030 8.223 4.807 0.334
H -0.621 6.595 4.597 0.190
Cl -1.635 -0.242 4.067 -0.048
C -1.737 -0.511 5.818 -0.731
C -3.084 -1.040 6.233 -0.179
Cl -4.381 0.177 6.030 -0.213
H -1.507 0.429 6.317 0.320
H -0.964 -1.235 6.075 0.333
H -3.067 -1.309 7.289 0.399
H -3.360 -1.924 5.661 0.066
Cl -2.974 2.198 -4.704 -0.146
C -1.308 2.746 -5.043 -0.510
C -0.439 2.725 -3.814 0.032
Cl -0.923 3.949 -2.614 -0.187
H -1.367 3.741 -5.479 0.352
H -0.897 2.068 -5.790 0.264
H 0.592 2.942 -4.090 0.356
H -0.462 1.753 -3.319 -0.513
Cl -8.199 -0.589 -6.871 -0.209
C -6.535 -0.020 -7.182 -0.461
C -5.689 -0.006 -5.935 -0.334
Cl -6.216 1.234 -4.774 -0.184
H -6.598 0.969 -7.630 0.329
H -6.100 -0.702 -7.911 0.310
H -4.656 0.225 -6.195 0.247
H -5.707 -0.969 -5.430 0.294
Cl -7.237 -3.983 3.182 -0.186
C -7.191 -3.263 4.810 -0.565
C -5.814 -2.777 5.183 -0.361
Cl -4.662 -4.124 5.415 -0.221
H -7.558 -4.006 5.515 0.299
H -7.883 -2.422 4.803 0.373
H -5.858 -2.234 6.125 0.303
H -5.406 -2.112 4.426 0.367
Cl -9.588 -6.621 3.783 -0.166
C -8.848 -8.141 4.345 -0.415
C -8.157 -7.982 5.674 -0.541
Cl -6.705 -6.958 5.562 -0.111
H -8.159 -8.483 3.576 0.307
H -9.652 -8.871 4.435 0.305
H -7.832 -8.956 6.037 0.326
H -8.820 -7.545 6.417 0.304
Cl -3.046 -1.768 -4.261 -0.106
C -2.516 -3.448 -3.979 -0.506
C -1.876 -3.626 -2.625 -0.550
Cl -0.315 -2.786 -2.500 -0.069
H -1.831 -3.722 -4.779 0.296
H -3.403 -4.076 -4.054 0.318
H -1.688 -4.686 -2.449 0.312
H -2.521 -3.257 -1.830 0.292
```

Results
multiplicity = 1
strongest force on any atom = 4.0 eV Å⁻¹
total charge = -1
total energy = -362539.9427 eV

***

The following is a quantum chemistry calculation of a 8-piece molecular cluster, C24H54BO23P overall, from the Open Molecules 2025 dataset.

Geometry as XYZ:
```
103
Properties=species:S:1:pos:R:3:mulliken_charge:R:1
C -1.624 -0.777 2.584 -0.805
B -0.146 -1.199 2.879 0.742
O 0.228 -1.566 4.141 -0.553
P 1.103 -1.369 1.315 0.359
C 2.241 -1.615 -0.235 -0.829
C 3.269 -0.521 -0.484 -0.438
O 3.048 0.233 -1.680 -0.402
H -1.646 -0.075 1.745 0.296
H -2.108 -0.327 3.452 0.315
H -2.197 -1.665 2.289 0.111
H 1.126 -1.322 4.395 0.295
H 1.629 -0.016 1.449 -0.167
H 1.742 -2.528 1.934 -0.189
H -0.072 -1.514 0.491 -0.126
H 1.579 -1.681 -1.105 0.317
H 2.730 -2.588 -0.132 0.451
H 3.311 0.185 0.361 0.101
H 4.263 -0.950 -0.604 0.305
H 2.198 0.682 -1.591 0.232
C -5.096 -1.713 4.931 -0.596
O -4.941 -0.361 4.479 -0.190
C -6.082 0.316 4.371 0.801
O -7.181 -0.109 4.614 -0.562
O -5.800 1.547 3.942 -0.315
C -6.946 2.391 3.781 -0.649
H -4.092 -2.127 4.955 0.159
H -5.540 -1.741 5.924 0.346
H -5.715 -2.281 4.238 0.210
H -7.463 2.516 4.730 0.296
H -7.632 1.969 3.050 0.286
H -6.555 3.342 3.433 0.222
C 5.209 2.545 -0.527 -0.282
O 5.295 3.886 -1.028 -0.329
C 4.120 4.475 -1.209 0.823
O 3.039 3.985 -0.988 -0.596
O 4.332 5.686 -1.722 -0.366
C 3.139 6.398 -2.067 -0.404
H 6.230 2.176 -0.502 0.310
H 4.779 2.534 0.474 0.321
H 4.602 1.937 -1.192 -0.075
H 2.515 6.563 -1.191 0.342
H 2.579 5.845 -2.817 0.074
H 3.471 7.345 -2.481 0.200
C -7.684 -6.019 2.066 -0.707
O -6.729 -4.983 2.335 -0.303
C -6.775 -3.961 1.483 0.682
O -7.522 -3.852 0.546 -0.568
O -5.839 -3.080 1.840 -0.033
C -5.759 -1.922 0.997 -0.738
H -7.520 -6.766 2.836 0.235
H -8.697 -5.625 2.124 0.304
H -7.517 -6.444 1.079 0.306
H -6.699 -1.374 1.014 0.357
H -5.522 -2.210 -0.025 0.357
H -4.960 -1.316 1.416 0.135
C 6.206 4.818 -5.530 -0.668
O 5.017 4.045 -5.733 -0.314
C 5.017 2.868 -5.104 0.867
O 5.913 2.439 -4.423 -0.581
O 3.857 2.264 -5.340 -0.347
C 3.706 1.000 -4.673 -0.248
H 6.054 5.732 -6.096 0.222
H 6.339 5.042 -4.472 0.281
H 7.078 4.282 -5.898 0.318
H 3.785 1.127 -3.600 -0.069
H 4.452 0.286 -5.016 0.311
H 2.711 0.652 -4.934 0.241
C 1.610 5.949 -5.881 -0.607
O 2.233 7.172 -5.462 -0.165
C 2.210 8.142 -6.374 0.716
O 1.720 8.068 -7.471 -0.552
O 2.822 9.210 -5.864 -0.298
C 2.871 10.338 -6.746 -0.645
H 1.714 5.268 -5.042 0.120
H 0.559 6.117 -6.108 0.342
H 2.113 5.545 -6.757 0.300
H 1.865 10.664 -7.004 0.295
H 3.413 10.087 -7.656 0.292
H 3.392 11.113 -6.193 0.214
C 3.215 -5.674 7.959 -0.634
O 2.929 -4.943 6.761 -0.322
C 1.792 -5.297 6.162 0.740
O 1.031 -6.147 6.546 -0.543
O 1.643 -4.551 5.070 -0.263
C 0.452 -4.824 4.324 -0.476
H 4.158 -5.275 8.321 0.215
H 2.429 -5.522 8.696 0.296
H 3.308 -6.737 7.745 0.295
H -0.431 -4.633 4.931 0.322
H 0.443 -5.856 3.978 0.428
H 0.480 -4.139 3.483 -0.104
C -0.862 -5.291 -3.071 -0.668
O -1.374 -4.378 -2.092 -0.313
C -1.996 -4.963 -1.070 0.742
O -2.147 -6.148 -0.920 -0.549
O -2.419 -4.012 -0.238 -0.220
C -3.085 -4.494 0.936 -0.408
H -0.392 -4.668 -3.825 0.223
H -0.133 -5.962 -2.621 0.303
H -1.670 -5.875 -3.507 0.303
H -2.420 -5.134 1.514 0.383
H -3.982 -5.050 0.672 0.323
H -3.350 -3.612 1.510 -0.165
```

Results
multiplicity = 1
SMILES = CB(O)[PH3]CCO.COC(=O)OC.COC(=O)OC.COC(=O)OC.COC(=O)OC.COC(=O)OC.COC(=O)OC.COC(=O)OC
strongest force on any atom = 0.8 eV Å⁻¹
total energy = -82819.6690 eV

***

The following is a quantum chemistry calculation of a 4-piece molecular cluster, C24H54ClNO13S overall in a non-equilibrium geometry, from the Open Molecules 2025 dataset.

Geometry as XYZ:
```
94
Properties=species:S:1:pos:R:3:mulliken_charge:R:1
C -2.574 4.316 2.101 -0.640
C -3.928 3.611 2.719 -0.439
O -3.679 2.296 3.332 -0.222
C -4.905 1.490 3.443 -0.425
C -4.851 0.425 4.724 -0.433
O -4.148 -0.815 4.273 -0.322
C -2.717 -0.751 4.653 -0.606
C -1.800 -1.970 4.044 1.084
C -2.523 -3.245 3.305 -0.843
C -1.626 -3.968 2.137 -0.239
C -0.962 -5.422 2.609 -0.125
C -0.342 -6.163 1.244 -0.431
O 0.852 -6.996 1.603 -0.439
C 2.044 -6.162 1.264 -0.347
O -0.792 -1.205 3.245 -0.189
S 0.446 -0.620 4.315 1.270
O 1.902 -0.961 3.917 -0.527
O 0.262 0.931 4.536 -0.608
O -0.148 -1.205 5.841 -0.420
C -0.881 -2.421 5.357 -0.202
N 0.315 -3.355 5.090 -0.475
Cl -1.865 -3.307 6.656 -0.134
H -1.896 3.504 1.575 0.004
H -1.891 4.825 2.927 0.285
H -2.896 5.104 1.269 0.300
H -4.687 3.506 1.820 0.319
H -4.344 4.316 3.586 0.261
H -5.115 0.844 2.482 0.245
H -5.819 2.244 3.579 0.368
H -5.968 0.205 5.039 0.323
H -4.337 0.920 5.663 0.265
H -2.707 -0.689 5.843 0.157
H -2.306 0.262 4.223 0.317
H -2.907 -4.049 4.099 0.372
H -3.511 -2.853 2.770 0.319
H -0.823 -3.254 1.630 -0.054
H -2.375 -4.253 1.253 0.331
H -1.729 -6.101 3.185 0.273
H -0.034 -5.289 3.326 -0.014
H 0.083 -5.273 0.589 0.189
H -1.156 -6.761 0.652 0.298
H 3.066 -6.698 1.537 0.276
H 1.892 -5.140 1.847 0.102
H 2.109 -5.927 0.102 0.211
H 1.044 -3.132 5.822 0.259
H -0.002 -4.338 5.312 0.354
C 2.220 2.224 -3.229 -0.583
O 2.265 3.296 -2.293 -0.449
C 1.040 4.035 -2.254 0.040
C 0.192 3.642 -1.039 -0.582
O -0.276 2.294 -1.144 -0.442
C 0.485 1.395 -0.346 -0.749
H 3.077 1.572 -3.045 0.294
H 1.305 1.632 -3.127 0.255
H 2.292 2.619 -4.246 0.268
H 0.476 3.904 -3.185 -0.191
H 1.307 5.092 -2.168 0.476
H -0.694 4.284 -1.008 0.399
H 0.747 3.792 -0.105 0.347
H 0.215 1.520 0.709 0.354
H 1.560 1.548 -0.471 0.352
H 0.242 0.374 -0.652 0.224
C 0.318 5.261 -8.685 -0.686
O -0.410 4.037 -8.720 -0.377
C 0.370 2.928 -8.263 -0.654
C 0.009 2.549 -6.823 -0.479
O 0.385 3.577 -5.902 -0.245
C -0.723 4.375 -5.501 -0.979
H -0.389 6.084 -8.817 0.242
H 0.837 5.399 -7.732 0.271
H 1.041 5.283 -9.506 0.330
H 1.442 3.141 -8.355 0.313
H 0.138 2.083 -8.917 0.407
H 0.571 1.652 -6.545 0.376
H -1.059 2.315 -6.732 0.382
H -1.340 3.815 -4.789 0.337
H -1.334 4.684 -6.353 0.452
H -0.340 5.271 -5.005 0.256
C 2.248 -1.691 0.659 -0.389
O 2.550 -2.647 -0.351 -0.343
C 3.042 -2.036 -1.549 -0.154
C 4.566 -2.155 -1.650 -0.647
O 5.218 -1.386 -0.634 -0.384
C 5.670 -2.194 0.448 -0.664
H 2.107 -2.223 1.603 0.103
H 3.056 -0.964 0.788 0.459
H 1.320 -1.170 0.408 0.042
H 2.725 -0.988 -1.609 -0.008
H 2.591 -2.572 -2.389 0.389
H 4.886 -1.745 -2.612 0.446
H 4.884 -3.204 -1.610 0.326
H 6.565 -2.748 0.143 0.329
H 4.901 -2.893 0.785 0.241
H 5.931 -1.536 1.281 0.248
```

Results
multiplicity = 1
SMILES = CCOCCOC[C@@]1(CCCCOC)OS(=O)(=O)O[C@@]1(N)Cl.COCCOC.COCCOC.COCCOC
strongest force on any atom = 7.0 eV Å⁻¹
total energy = -77215.1321 eV

***

no.,orbital gap (eV)
1,6.3
2,7.9
3,8.6